[1]
Below is a 2-piece molecular cluster, C4H12NO3 overall in a non-equilibrium geometry, with properties calculated with ωB97M-V/def2-TZVPD.

Values from the calculation:
- Relative energy (zero: lowest compared OMol25 entry of this formula, charge and spin): 34.74 kcal per mole
- Total charge: +1
- E_tot: -439.81917 Eh
- HOMO-LUMO gap: 11.61 eV
- LUMO level: -3.18 eV

Geometry as XYZ:
```
20
Properties=species:S:1:pos:R:3:forces:R:3:nbo_charge:R:1
O 1.493680 2.500076 0.406472 -0.069 0.098 -0.133 -0.486
C 1.600645 1.591110 -0.367755 1.017 -0.179 0.249 0.429
C 0.741558 0.351435 -0.260496 -1.968 0.439 1.167 -0.147
C 0.014603 0.315931 -1.602646 -0.843 -1.993 -0.403 -0.457
C -1.190226 -0.689554 -1.810581 0.415 1.313 1.573 -0.058
O -1.958121 -0.714732 -0.591015 0.153 -0.157 -0.092 -0.771
N -0.295346 0.633252 0.874427 2.106 0.795 -0.705 -0.695
H 2.346777 1.558848 -1.197420 -0.327 0.240 0.327 0.166
H 1.293168 -0.466827 0.200709 0.255 -0.423 -1.040 0.255
H 0.748320 -0.023012 -2.337292 -0.007 0.691 -0.282 0.256
H -0.379449 1.308664 -1.792858 0.348 0.350 -0.238 0.229
H -0.738597 -1.660030 -1.932037 -0.268 -0.437 -0.753 0.188
H -1.870303 -0.290829 -2.587952 0.807 -0.683 -0.092 0.210
H -2.324716 -1.596630 -0.478830 -0.213 0.067 -0.024 0.498
H -1.147576 0.962388 0.442601 -0.645 -0.473 0.293 0.452
H -0.371032 -0.182712 1.495950 -0.393 0.341 -0.046 0.476
H 0.155959 1.443050 1.335082 -0.282 -0.122 0.464 0.447
H 0.430655 -1.391893 4.078607 -0.216 0.573 -0.186 0.495
H 0.912039 -2.268089 3.010734 -0.011 0.155 -0.490 0.486
O 0.537965 -1.380453 3.114296 0.141 -0.595 0.410 -0.972
```
Forces are in eV/Å.

***

[2]
Below is C4H8O15PtS3 as an isolated structure in a non-equilibrium geometry, with properties calculated with ωB97M-V/def2-TZVPD.

Values from the calculation:
- Relative energy (zero: lowest compared OMol25 entry of this formula, charge and spin): 0.00 kcal per mole
- Total charge: -3
- Expectation value of S²: 3.76
- E_tot: -2599.51107 Eh
- HOMO-LUMO gap (alpha / beta): 5.08 / 5.63 eV
- LUMO level (alpha / beta): 6.63 / 6.63 eV
- 2S+1: 4

Geometry as XYZ:
```
31
Properties=species:S:1:pos:R:3:forces:R:3:nbo_charge:R:1
Pt -0.905388 0.530903 -0.607132 -0.829 0.092 -2.566 1.668
S -1.541850 -2.150142 -0.466394 -5.812 -2.603 -4.065 2.644
O -1.571029 -3.262098 0.384273 1.462 -2.952 5.427 -1.085
O -0.295268 -1.572564 -0.771284 6.943 1.772 -0.426 -1.052
O -2.165846 -2.674024 -1.651711 -0.770 0.012 -2.690 -1.098
O -2.316789 -0.997913 -0.009273 -1.764 1.664 2.777 -1.043
S -2.842252 2.517521 -0.226440 -4.784 0.093 -0.671 2.602
O -3.091721 3.693515 -1.002002 -0.024 2.144 -0.642 -1.054
O -2.811315 1.356833 -1.146024 -0.980 -1.775 -1.517 -0.938
O -1.482316 2.435791 0.237972 3.692 1.165 2.936 -1.028
O -3.928814 2.339544 0.761406 1.224 0.066 0.388 -1.060
S 0.225979 0.880754 -3.229757 1.115 -0.459 -1.390 2.615
O 0.555562 1.491260 -1.933352 3.080 2.206 2.510 -1.092
O 1.155712 -0.179862 -3.616899 0.761 0.416 -0.252 -1.065
O -1.029726 0.304456 -2.824200 -4.235 -2.438 0.296 -0.981
O 0.013879 1.888778 -4.240315 0.504 0.735 -1.078 -1.052
C 3.068856 -0.209293 -0.489364 0.299 0.270 1.018 -0.639
C 3.010289 0.474105 0.909639 0.372 -0.132 -1.544 -0.060
O 2.272045 -0.272964 1.860113 -1.034 -0.242 0.671 -0.521
C 0.909971 -0.297919 1.923284 -0.563 3.880 -2.934 1.030
O 0.144116 0.547884 1.348091 3.338 -3.152 3.321 -0.674
O 0.599192 -1.267821 2.716030 0.779 -0.332 0.906 -0.473
C -0.730230 -1.491499 3.025194 -3.062 -1.268 -0.269 -0.290
H 3.000552 0.535565 -1.282228 -0.240 -0.332 -0.092 0.258
H 2.341876 -1.013279 -0.604294 -0.298 0.355 -0.179 0.265
H 4.057137 -0.666592 -0.441609 0.079 -0.276 -0.779 0.160
H 2.782807 1.537510 0.835203 -0.735 -0.134 0.256 0.193
H 4.050518 0.401048 1.226971 -0.181 0.194 0.794 0.152
H -1.225382 -0.901785 3.796653 0.800 0.866 0.058 0.164
H -0.878430 -2.513914 3.372761 0.730 -0.184 -0.087 0.183
H -1.372134 -1.463798 2.144688 0.130 0.350 -0.180 0.270
```
Forces are in eV/Å.

***

[3]
Below is one molecule with the formula C16H13F3N2O2S2 in a non-equilibrium geometry, with properties calculated with ωB97M-V/def2-TZVPD.

Values from the calculation:
- Relative energy (zero: lowest compared OMol25 entry of this formula, charge and spin): 0.00 kcal per mole
- E_tot: -1973.49585 Eh
- HOMO-LUMO gap: 8.43 eV
- LUMO level: 0.32 eV

Geometry as XYZ:
```
38
Properties=species:S:1:pos:R:3:forces:R:3:nbo_charge:R:1
O -1.301898 1.712857 5.250423 -0.638 0.791 -0.353 -0.581
F 4.964569 0.864475 -6.417896 0.284 0.149 0.263 -0.299
F 3.870710 -0.963659 -6.691623 0.115 0.093 0.397 -0.327
F 5.620069 -0.966638 -5.432506 -0.238 0.377 0.228 -0.311
N 3.364951 1.283435 -4.054173 0.280 -1.248 -1.591 -0.385
O -3.303083 2.188374 4.265508 0.621 -0.237 0.485 -0.676
S 2.722145 -1.211956 -3.936118 -0.558 0.856 -0.195 0.441
S 1.339546 -1.533540 -0.752031 0.733 -0.238 -0.857 0.264
C -2.368240 1.364148 4.800261 1.148 -0.687 0.896 0.777
C 3.612199 0.119168 -4.619014 -0.138 -0.074 1.182 -0.060
C -3.618091 -1.302433 1.480350 0.853 -0.531 -1.325 -0.287
C -3.891904 -0.868720 2.715304 -0.713 -0.129 0.924 -0.016
C 2.320671 1.173532 -3.172425 0.143 0.708 0.708 0.133
C 1.799413 -0.061328 -2.993731 0.279 -1.063 -0.075 -0.214
C 0.572321 -0.954667 1.728315 0.275 -0.281 -0.644 -0.208
C -1.287361 -1.605945 0.261251 1.425 0.580 1.209 -0.186
C -0.297673 -0.696993 2.769605 0.999 -0.162 0.067 -0.254
C 0.120858 -1.400553 0.458177 -2.721 0.315 1.167 -0.248
C -2.168714 -1.307757 1.339256 -0.028 -0.453 -1.130 -0.098
C -1.655572 -0.893379 2.567274 0.041 0.711 0.604 0.198
N -2.715116 -0.611857 3.418023 -0.714 -0.320 0.783 -0.379
C 1.868793 2.428566 -2.476116 0.451 0.130 0.243 -0.640
C 4.554645 -0.222665 -5.775971 -0.579 0.168 -0.345 0.953
C 0.676243 -0.483702 -2.093502 0.231 -0.508 -0.422 -0.549
C -2.657765 -0.152388 4.830094 -1.449 0.559 -1.683 -0.298
H -2.979614 3.111401 4.378039 -0.090 -0.736 -0.132 0.506
H -4.315786 -1.659304 0.730116 0.044 0.254 0.244 0.228
H -4.905625 -0.820097 3.142613 0.906 0.243 0.131 0.222
H 1.668407 -0.830244 1.805494 -0.825 0.130 0.310 0.226
H -1.671003 -1.950192 -0.683604 -0.061 -0.040 -0.203 0.216
H 0.141399 -0.345335 3.692988 -0.312 0.066 0.198 0.230
H 1.110415 2.269727 -1.695721 0.103 -0.006 -0.549 0.217
H 1.539973 3.119698 -3.248397 -0.337 0.185 0.150 0.231
H 2.713956 2.924264 -1.969645 -0.145 -0.319 -0.264 0.235
H -0.066775 -1.079549 -2.625217 0.065 0.145 -0.163 0.227
H 0.176644 0.387913 -1.703891 -0.065 0.240 0.335 0.240
H -1.910360 -0.688545 5.409937 0.208 0.304 -0.211 0.241
H -3.643348 -0.336118 5.298553 0.404 0.030 -0.380 0.230
```
Forces are in eV/Å.